Record 1
{"formula": "C46H51ClFeGeNO10PS2", "method": "the ωB97M-V functional and the def2-TZVPD basis", "elements": ["Fe", "O", "S", "O", "O", "C", "C", "C", "C", "C", "C", "P", "C", "C", "C", "C", "C", "C", "C", "C", "C", "C", "C", "C", "H", "H", "H", "H", "H", "H", "H", "H", "H", "H", "H", "H", "H", "H", "O", "C", "O", "C", "C", "C", "C", "C", "N", "H", "H", "H", "H", "O", "Cl", "O", "O", "O", "C", "C", "C", "C", "Ge", "C", "C", "C", "C", "H", "H", "H", "H", "H", "H", "H", "H", "H", "H", "H", "H", "H", "H", "H", "H", "H", "H", "H", "O", "S", "C", "C", "C", "C", "C", "C", "C", "C", "C", "C", "C", "C", "C", "C", "H", "H", "H", "H", "H", "H", "H", "H", "H", "H", "H", "H", "H", "H"], "xyz": [[-9.919, -14.647, 13.991], [-8.760, -15.908, 10.176], [-8.131, -15.509, 11.410], [-7.717, -16.561, 12.330], [-8.983, -14.495, 12.142], [-6.579, -14.769, 10.885], [-6.206, -14.945, 9.524], [-4.864, -14.816, 9.183], [-3.974, -14.277, 10.099], [-4.345, -14.069, 11.427], [-5.671, -14.333, 11.848], [-6.262, -14.385, 13.549], [-5.162, -15.596, 14.335], [-5.699, -16.792, 14.823], [-4.907, -17.777, 15.420], [-3.544, -17.549, 15.548], [-2.996, -16.344, 15.140], [-3.783, -15.383, 14.518], [-5.610, -12.709, 13.985], [-4.912, -12.361, 15.157], [-4.631, -11.033, 15.445], [-4.981, -10.032, 14.546], [-5.672, -10.346, 13.395], [-5.932, -11.666, 13.091], [-6.951, -15.288, 8.824], [-4.528, -15.107, 8.213], [-2.956, -14.092, 9.783], [-3.611, -13.731, 12.163], [-6.763, -16.947, 14.750], [-5.385, -18.710, 15.732], [-2.936, -18.353, 15.947], [-1.933, -16.157, 15.249], [-3.326, -14.429, 14.225], [-4.622, -13.150, 15.870], [-4.069, -10.821, 16.362], [-4.720, -8.988, 14.773], [-6.016, -9.551, 12.748], [-6.456, -11.917, 12.156], [-9.894, -15.812, 18.278], [-10.043, -15.395, 17.151], [-9.083, -14.877, 16.341], [-11.420, -15.367, 16.513], [-12.582, -15.715, 17.211], [-13.805, -15.643, 16.570], [-13.841, -15.164, 15.252], [-12.675, -14.784, 14.601], [-11.513, -14.948, 15.233], [-12.493, -16.033, 18.246], [-14.712, -15.952, 17.101], [-14.766, -15.100, 14.706], [-12.659, -14.351, 13.604], [-10.781, -11.567, 15.937], [-10.148, -11.836, 14.653], [-11.072, -12.792, 13.750], [-9.733, -10.676, 13.910], [-8.903, -12.751, 14.844], [-8.310, -11.488, 21.771], [-8.396, -10.876, 20.353], [-7.800, -11.708, 19.183], [-8.541, -13.028, 18.906], [-7.762, -14.084, 17.396], [-6.895, -15.554, 18.336], [-5.546, -15.248, 18.941], [-5.560, -14.821, 20.415], [-4.230, -14.241, 20.946], [-8.747, -10.818, 22.518], [-7.269, -11.697, 21.993], [-8.849, -12.445, 21.839], [-7.879, -9.917, 20.401], [-9.440, -10.677, 20.101], [-6.774, -11.918, 19.421], [-7.860, -11.091, 18.286], [-9.594, -12.814, 18.656], [-8.564, -13.672, 19.796], [-6.949, -13.162, 16.489], [-6.776, -16.303, 17.541], [-7.598, -15.975, 19.062], [-5.034, -14.431, 18.415], [-4.930, -16.113, 18.798], [-5.751, -15.717, 21.016], [-6.365, -14.104, 20.629], [-3.511, -15.061, 20.876], [-4.349, -13.986, 22.011], [-3.883, -13.416, 20.334], [-10.628, -16.702, 13.531], [-10.392, -17.732, 12.390], [-9.475, -19.066, 13.354], [-10.040, -19.466, 14.710], [-10.830, -20.626, 14.849], [-11.540, -20.879, 16.022], [-11.414, -20.034, 17.111], [-10.464, -18.997, 17.077], [-9.778, -18.752, 15.905], [-12.139, -18.382, 12.175], [-13.098, -17.316, 11.713], [-14.392, -17.110, 12.265], [-15.121, -15.983, 11.942], [-14.624, -15.071, 11.035], [-13.454, -15.335, 10.332], [-12.706, -16.471, 10.664], [-8.491, -18.631, 13.441], [-9.389, -19.917, 12.662], [-10.960, -21.295, 13.988], [-12.151, -21.790, 16.055], [-12.060, -20.139, 17.973], [-10.292, -18.378, 17.955], [-9.067, -17.927, 15.884], [-12.427, -18.826, 13.126], [-12.054, -19.184, 11.443], [-14.822, -17.827, 12.993], [-16.120, -15.812, 12.376], [-15.130, -14.141, 10.853], [-13.127, -14.664, 9.548], [-11.781, -16.672, 10.113]], "lumo_energy_ev": [-0.40, -0.50], "spin_multiplicity": 5}



Record 2
{"formula": "C46H51N5O5P2S3Ti", "method": "the ωB97M-V functional and the def2-TZVPD basis", "elements": ["Ti", "C", "C", "C", "P", "C", "C", "C", "C", "C", "C", "C", "C", "C", "N", "C", "C", "C", "C", "C", "C", "P", "C", "C", "C", "C", "C", "C", "H", "H", "H", "H", "H", "H", "H", "H", "H", "H", "H", "H", "H", "H", "H", "H", "H", "H", "H", "H", "H", "H", "H", "H", "H", "H", "H", "H", "H", "H", "H", "H", "H", "H", "H", "H", "N", "C", "N", "C", "N", "O", "S", "O", "N", "C", "S", "C", "C", "C", "C", "C", "C", "H", "H", "H", "H", "O", "S", "C", "C", "C", "C", "C", "C", "C", "C", "C", "C", "C", "C", "H", "H", "H", "H", "H", "H", "H", "H", "H", "H", "O", "C", "O", "H"], "xyz": [[0.304, -0.405, -0.096], [2.081, -1.981, -3.221], [3.157, -2.110, -2.150], [4.523, -1.932, -2.812], [2.710, -0.991, -0.732], [3.731, -1.622, 0.690], [3.823, -0.559, 1.783], [5.098, -2.240, 0.418], [3.309, 0.646, -1.257], [4.630, 0.956, -1.564], [5.014, 2.209, -2.027], [4.021, 3.166, -2.210], [2.703, 2.904, -1.893], [2.299, 1.657, -1.350], [1.041, 1.415, -0.868], [0.209, 2.526, -0.596], [-0.471, 3.216, -1.598], [-1.329, 4.260, -1.285], [-1.524, 4.637, 0.035], [-0.861, 3.950, 1.042], [0.006, 2.902, 0.751], [0.845, 1.849, 1.994], [-0.180, 1.978, 3.541], [-1.569, 1.373, 3.378], [0.574, 1.255, 4.662], [2.299, 2.921, 2.520], [3.249, 3.192, 1.361], [1.928, 4.238, 3.198], [2.307, -2.640, -4.069], [2.020, -0.953, -3.596], [1.122, -2.252, -2.807], [3.071, -3.106, -1.704], [4.578, -0.973, -3.331], [4.653, -2.722, -3.562], [5.363, -1.991, -2.122], [3.083, -2.427, 1.050], [4.491, 0.254, 1.481], [4.220, -1.001, 2.704], [2.844, -0.132, 2.003], [5.812, -1.500, 0.041], [5.035, -3.069, -0.287], [5.504, -2.636, 1.356], [5.387, 0.192, -1.434], [6.051, 2.425, -2.252], [4.282, 4.148, -2.593], [1.969, 3.691, -2.006], [-0.333, 2.901, -2.626], [-1.869, 4.768, -2.077], [-2.243, 5.407, 0.285], [-1.069, 4.206, 2.076], [-0.297, 3.030, 3.818], [-1.510, 0.317, 3.124], [-2.142, 1.876, 2.606], [-2.119, 1.469, 4.322], [0.749, 0.212, 4.383], [-0.027, 1.260, 5.577], [1.539, 1.713, 4.894], [2.830, 2.292, 3.244], [2.780, 3.846, 0.624], [3.552, 2.281, 0.848], [4.151, 3.695, 1.729], [1.244, 4.817, 2.571], [2.829, 4.844, 3.349], [1.459, 4.094, 4.173], [0.077, -1.351, 1.791], [-0.585, -2.140, 2.346], [-1.435, -2.855, 2.996], [-1.321, -4.154, 3.201], [-1.319, -5.290, 3.455], [-5.140, 4.650, 0.743], [-5.277, 3.324, 1.301], [-5.879, 3.246, 2.609], [-3.878, 2.506, 1.235], [-3.929, 1.477, 0.413], [-2.691, 0.401, 0.040], [-5.283, 1.304, -0.235], [-5.705, 0.331, -1.124], [-7.013, 0.383, -1.590], [-7.885, 1.388, -1.181], [-7.465, 2.363, -0.286], [-6.163, 2.290, 0.167], [-5.018, -0.444, -1.428], [-7.358, -0.371, -2.287], [-8.900, 1.407, -1.561], [-8.129, 3.150, 0.047], [-0.696, -1.126, -1.874], [-1.682, -2.230, -1.567], [-3.086, -1.813, -2.615], [-4.188, -2.656, -2.632], [-5.241, -2.379, -3.490], [-5.191, -1.260, -4.312], [-4.095, -0.410, -4.263], [-3.033, -0.683, -3.410], [-1.249, -3.668, -2.549], [-1.334, -4.906, -1.936], [-1.062, -6.046, -2.680], [-0.696, -5.934, -4.013], [-0.602, -4.683, -4.610], [-0.886, -3.540, -3.879], [-4.216, -3.529, -1.987], [-6.105, -3.033, -3.512], [-6.017, -1.039, -4.978], [-4.070, 0.479, -4.882], [-2.176, -0.026, -3.331], [-1.564, -4.971, -0.879], [-1.103, -7.017, -2.203], [-0.466, -6.823, -4.586], [-0.299, -4.596, -5.647], [-0.812, -2.556, -4.326], [2.107, -4.774, -0.278], [1.057, -4.172, 0.014], [0.623, -3.092, -0.494], [0.414, -4.633, 0.799]], "relative_energy_kcal_mol": 22.9, "lumo_energy_ev": [3.80, 3.80], "spin_multiplicity": 3, "total_charge": -2}



Record 3
{"formula": "C46H51N8OPRhS2", "method": "the ωB97M-V functional and the def2-TZVPD basis", "elements": ["Rh", "N", "C", "C", "C", "C", "C", "C", "C", "C", "C", "C", "C", "C", "N", "C", "C", "C", "C", "N", "H", "H", "H", "H", "H", "H", "H", "H", "H", "H", "S", "C", "C", "C", "C", "C", "N", "H", "H", "H", "H", "C", "C", "O", "S", "C", "C", "C", "C", "C", "C", "C", "C", "H", "H", "H", "H", "H", "H", "H", "N", "P", "N", "C", "C", "C", "C", "C", "N", "C", "C", "C", "C", "C", "N", "C", "C", "C", "C", "C", "H", "H", "H", "H", "H", "H", "H", "H", "H", "H", "H", "H", "H", "H", "H", "H", "H", "H", "H", "H", "H", "H", "H", "H", "H", "H", "H", "H", "H", "H"], "xyz": [[0.063, 0.137, -0.137], [6.695, -0.569, 7.593], [5.976, -0.399, 6.712], [5.079, -0.185, 5.608], [4.333, -1.247, 5.101], [3.473, -1.032, 4.037], [3.353, 0.235, 3.475], [4.097, 1.292, 3.989], [4.959, 1.087, 5.052], [2.417, 0.422, 2.330], [1.127, 0.863, 2.655], [0.711, 1.443, 3.882], [-0.577, 1.899, 3.685], [-0.924, 1.540, 2.365], [0.086, 0.931, 1.754], [2.924, 0.167, 1.068], [4.292, -0.090, 0.739], [4.361, -0.151, -0.626], [3.030, 0.045, -1.099], [2.186, 0.238, -0.108], [4.428, -2.231, 5.540], [2.879, -1.844, 3.633], [3.997, 2.274, 3.547], [5.543, 1.905, 5.454], [1.310, 1.532, 4.775], [-1.214, 2.402, 4.395], [-1.870, 1.660, 1.857], [5.100, -0.191, 1.447], [5.233, -0.322, -1.237], [2.673, 0.016, -2.118], [-0.033, -0.219, -2.503], [-0.125, 1.505, -2.433], [-0.210, 2.438, -3.476], [-0.268, 3.777, -3.162], [-0.243, 4.191, -1.828], [-0.160, 3.223, -0.849], [-0.105, 1.929, -1.152], [-0.228, 2.088, -4.499], [-0.334, 4.514, -3.954], [-0.288, 5.236, -1.559], [-0.136, 3.462, 0.208], [-6.824, -4.577, 1.956], [-8.202, -4.338, 1.397], [-9.159, -5.001, 1.711], [-8.474, -3.001, 0.242], [-6.903, -2.189, 0.134], [-5.990, -2.549, -0.855], [-4.744, -1.952, -0.907], [-4.372, -0.975, 0.029], [-5.314, -0.598, 0.994], [-6.562, -1.193, 1.044], [-3.054, -0.436, 0.014], [-1.875, -0.142, -0.038], [-6.746, -5.632, 2.212], [-6.724, -3.992, 2.873], [-6.025, -4.284, 1.281], [-6.258, -3.316, -1.572], [-4.027, -2.241, -1.664], [-5.044, 0.161, 1.717], [-7.276, -0.900, 1.804], [0.247, -1.779, 0.430], [0.341, -2.885, 1.442], [-0.630, -4.248, 1.010], [-2.065, -3.968, 1.061], [-2.841, -5.288, 1.105], [-2.119, -6.355, 0.272], [-1.401, -5.665, -0.881], [-0.299, -4.741, -0.342], [-0.075, -2.557, 3.044], [-1.153, -1.617, 3.324], [-2.148, -2.204, 4.324], [-1.432, -2.646, 5.600], [-0.258, -3.566, 5.269], [0.653, -2.888, 4.250], [1.860, -3.643, 1.603], [2.880, -3.307, 0.616], [4.276, -3.445, 1.210], [4.483, -4.837, 1.802], [3.362, -5.176, 2.782], [2.006, -5.003, 2.104], [-2.364, -3.356, 0.199], [-2.295, -3.368, 1.937], [-3.851, -5.122, 0.713], [-2.947, -5.626, 2.140], [-2.821, -7.110, -0.089], [-1.381, -6.870, 0.893], [-2.131, -5.084, -1.452], [-0.963, -6.384, -1.577], [-0.147, -3.899, -1.030], [0.637, -5.300, -0.288], [-1.631, -1.322, 2.389], [-0.722, -0.706, 3.763], [-2.653, -3.068, 3.880], [-2.918, -1.461, 4.553], [-2.127, -3.132, 6.289], [-1.045, -1.758, 6.114], [-0.626, -4.505, 4.841], [0.306, -3.809, 6.175], [1.520, -3.499, 4.019], [1.034, -1.955, 4.701], [2.688, -2.297, 0.258], [2.803, -3.982, -0.254], [4.410, -2.687, 1.988], [5.020, -3.237, 0.437], [5.460, -4.913, 2.287], [4.474, -5.574, 0.990], [3.422, -4.513, 3.652], [3.463, -6.202, 3.146], [1.182, -5.241, 2.774], [1.951, -5.731, 1.279]], "relative_energy_kcal_mol": 2.2, "lumo_energy_ev": 1.67, "total_charge": -1}



Record 4
{"formula": "C46H52AsIrN5O2P", "method": "the ωB97M-V functional and the def2-TZVPD basis", "elements": ["Ir", "C", "C", "C", "C", "C", "O", "C", "N", "C", "C", "C", "C", "C", "C", "P", "C", "C", "C", "C", "C", "C", "C", "C", "C", "C", "C", "C", "H", "H", "H", "H", "H", "H", "H", "H", "H", "H", "H", "H", "H", "H", "H", "H", "H", "H", "H", "H", "H", "H", "H", "H", "N", "C", "C", "C", "C", "C", "C", "C", "N", "C", "C", "N", "C", "H", "H", "H", "H", "H", "H", "H", "C", "N", "C", "C", "C", "C", "C", "C", "C", "C", "H", "H", "H", "H", "H", "H", "H", "H", "H", "H", "H", "H", "C", "As", "C", "C", "O", "H", "H", "H", "H", "H", "H", "H", "H", "H"], "xyz": [[-0.190, 0.303, -0.121], [3.080, 1.054, -1.648], [3.256, 1.131, -0.132], [4.564, -1.047, 0.197], [2.305, 2.152, 0.508], [2.724, 3.574, 0.140], [1.495, 4.221, -0.192], [0.505, 3.340, -0.191], [0.854, 2.120, 0.138], [-0.790, 3.974, -0.529], [-0.758, 5.369, -0.676], [-1.894, 6.083, -1.006], [-3.093, 5.419, -1.205], [-3.145, 4.044, -1.055], [-2.014, 3.309, -0.713], [-2.250, 1.551, -0.363], [-3.496, 0.992, -1.555], [-3.288, 1.302, -2.901], [-4.184, 0.873, -3.865], [-5.295, 0.124, -3.498], [-5.502, -0.202, -2.166], [-4.607, 0.227, -1.196], [-3.017, 1.628, 1.284], [-2.196, 1.479, 2.401], [-2.703, 1.650, 3.680], [-4.041, 1.970, 3.855], [-4.865, 2.135, 2.750], [-4.356, 1.974, 1.471], [3.803, 0.376, -2.103], [3.198, 2.022, -2.134], [2.090, 0.672, -1.910], [4.244, 1.559, 0.091], [2.468, -0.840, -0.011], [4.461, -2.048, 0.638], [4.642, -1.204, -0.881], [2.341, 2.033, 1.594], [3.367, 3.626, -0.739], [3.188, 4.119, 0.960], [0.166, 5.904, -0.533], [-1.838, 7.156, -1.111], [-3.987, 5.967, -1.469], [-4.087, 3.535, -1.205], [-2.428, 1.892, -3.200], [-4.020, 1.128, -4.902], [-6.003, -0.196, -4.251], [-6.369, -0.779, -1.876], [-4.791, -0.027, -0.159], [-1.139, 1.251, 2.286], [-2.055, 1.541, 4.539], [-4.440, 2.105, 4.851], [-5.904, 2.402, 2.883], [-5.010, 2.128, 0.623], [-8.972, -5.653, -0.066], [-7.970, -5.146, 0.168], [-6.717, -4.505, 0.446], [-5.831, -4.243, -0.597], [-4.623, -3.622, -0.335], [-4.315, -3.257, 0.968], [-5.191, -3.508, 2.014], [-6.393, -4.142, 1.751], [-3.078, -2.587, 1.239], [-2.348, -2.629, 2.405], [-1.283, -1.806, 2.220], [-1.354, -1.255, 0.961], [-2.442, -1.753, 0.399], [-6.088, -4.536, -1.605], [-3.932, -3.437, -1.147], [-4.959, -3.196, 3.023], [-7.088, -4.345, 2.553], [-2.638, -3.240, 3.241], [-0.496, -1.560, 2.911], [-2.808, -1.506, -0.584], [7.080, 1.420, -1.711], [7.627, 0.720, -0.582], [8.723, 1.306, 0.145], [7.082, -0.573, -0.197], [5.853, -0.460, 0.706], [6.058, -0.046, 1.988], [5.135, 0.024, 3.048], [3.731, -0.163, 3.024], [2.906, -0.290, 1.956], [3.260, -0.281, 0.500], [7.769, 1.293, -2.556], [7.020, 2.486, -1.489], [6.107, 1.011, -1.969], [9.213, 2.060, -0.467], [9.422, 0.528, 0.449], [8.321, 1.786, 1.046], [7.883, -1.118, 0.305], [6.823, -1.093, -1.120], [7.075, 0.208, 2.270], [5.560, 0.241, 4.019], [3.260, -0.163, 4.000], [1.845, -0.378, 2.176], [1.172, -3.581, 0.280], [0.728, -2.883, -1.452], [2.198, -3.181, -2.637], [-0.780, -3.844, -2.126], [0.440, -1.218, -1.428], [1.805, -4.458, 0.148], [0.264, -3.863, 0.809], [1.707, -2.824, 0.852], [2.159, -4.206, -3.005], [3.135, -3.026, -2.104], [2.118, -2.488, -3.472], [-0.500, -4.891, -2.232], [-1.055, -3.438, -3.099], [-1.612, -3.760, -1.431]], "relative_energy_kcal_mol": 0.0, "lumo_energy_ev": [-6.68, -9.88], "spin_multiplicity": 6, "total_charge": 3}



How do the records compare in E_tot? In the order shown, they have -7528.952408 -5160.355031 -3545.177982 -4888.793703 hartree.